Record 1
The following is a DFT calculation (ωB97M-V with the def2-TZVPD basis set) of a molecular structure, C22H55AlBr3ClF2N7O19P2S2.

Each line ends with the Löwdin charge.
Atoms and positions in Å:
Br: -25.60 -19.17 -5.00  0.49
Br: -24.51 -16.52 -6.65  0.51
Br: -24.50 -19.56 -7.85  0.48
Cl: -19.44 -14.67 5.86  0.62
S: -19.26 -16.65 -2.37  0.45
S: -17.77 -18.36 -3.02  0.55
P: -21.41 -22.71 1.88  0.53
P: -14.86 -11.61 0.42  0.63
Al: -16.59 -18.12 2.66  0.99
F: -19.70 -15.78 -1.07  -0.24
F: -17.56 -19.79 -2.27  -0.23
O: -18.00 -14.75 5.99  -0.28
O: -18.77 -15.54 -3.13  -0.24
O: -25.07 -13.01 1.49  0.02
O: -19.95 -8.87 -5.86  0.16
O: -18.66 -18.66 -4.09  -0.25
O: -26.80 -11.60 2.18  0.06
O: -19.92 -13.71 6.77  -0.26
O: -26.94 -13.90 2.10  -0.01
O: -16.40 -18.10 -3.38  -0.27
O: -13.37 -23.43 -5.76  0.10
O: -20.31 -21.87 2.37  -0.24
O: -14.86 -24.68 -4.66  0.00
O: -20.00 -15.95 6.10  -0.27
O: -15.61 -23.23 -6.11  -0.01
O: -19.98 -7.55 -4.03  0.01
O: -19.72 -14.34 4.48  -0.25
O: -15.60 -12.79 1.00  -0.27
O: -21.04 -9.31 -4.00  0.03
O: -20.60 -17.11 -2.74  -0.26
N: -15.42 -10.06 0.89  -0.29
N: -22.74 -21.70 1.74  -0.28
N: -21.79 -23.94 2.93  -0.25
N: -13.19 -11.59 0.82  -0.26
N: -18.32 -17.60 -1.55  -0.23
N: -21.21 -23.40 0.31  -0.23
N: -14.81 -11.63 -1.29  -0.27
C: -26.31 -12.73 1.83  -0.51
C: -16.83 -9.80 0.68  -0.09
C: -13.85 -25.44 -3.94  -0.01
C: -22.70 -20.39 1.04  -0.06
C: -20.23 -8.63 -4.73  -0.67
C: -24.21 -18.47 -6.22  -1.47
C: -19.16 -6.59 -4.59  -0.07
C: -14.56 -8.89 0.94  -0.08
C: -20.02 -24.23 0.11  -0.10
C: -14.44 -12.77 -2.01  -0.10
C: -15.55 -22.11 -6.98  -0.04
C: -22.73 -25.15 2.72  -0.04
C: -21.78 -10.35 -4.48  -0.07
C: -14.77 -10.42 -2.06  -0.07
C: -24.11 -22.16 1.88  -0.09
C: -24.29 -11.88 1.27  -0.06
C: -21.82 -23.06 -0.91  -0.08
C: -20.61 -24.34 3.79  -0.08
C: -14.53 -23.74 -5.52  -0.61
C: -12.79 -11.70 2.26  -0.06
C: -28.00 -14.07 2.97  -0.07
C: -12.09 -11.03 0.10  -0.14
H: -18.10 -6.82 -4.60  0.10
H: -17.19 -9.03 1.36  0.10
H: -16.96 -9.37 -0.32  0.07
H: -21.45 -23.64 -1.76  0.10
H: -21.65 -20.13 0.89  0.08
H: -13.81 -9.94 -1.91  0.08
H: -15.14 -12.88 -2.84  0.11
H: -14.17 -8.71 -0.07  0.07
H: -22.34 -10.87 -3.70  0.10
H: -20.73 -25.36 4.16  0.09
H: -13.31 -24.87 -3.19  0.09
H: -28.66 -14.92 2.82  0.09
H: -23.23 -19.66 1.65  0.10
H: -17.45 -10.69 0.77  0.09
H: -13.73 -9.06 1.63  0.08
H: -22.89 -25.58 3.71  0.08
H: -19.55 -6.34 -5.58  0.11
H: -14.95 -22.31 -7.86  0.10
H: -23.98 -11.51 2.25  0.11
H: -13.42 -12.42 2.79  0.08
H: -19.11 -23.63 0.05  0.10
H: -23.21 -18.72 -5.89  -0.02
H: -23.71 -24.89 2.32  0.07
H: -24.78 -11.12 0.67  0.10
H: -11.31 -10.53 0.67  0.10
H: -15.02 -21.25 -6.55  0.10
H: -24.85 -21.37 2.03  0.10
H: -27.68 -14.25 4.00  0.09
H: -19.99 -24.99 -0.67  0.10
H: -20.33 -23.57 4.51  0.09
H: -13.02 -10.77 2.78  0.08
H: -21.15 -10.95 -5.13  0.10
H: -13.18 -26.00 -4.60  0.10
H: -15.13 -7.99 1.15  0.10
H: -14.47 -26.15 -3.40  0.09
H: -28.61 -13.16 3.02  0.09
H: -19.75 -24.87 0.95  0.07
H: -24.29 -22.87 1.08  0.08
H: -22.16 -25.84 2.09  0.08
H: -19.75 -24.38 3.12  0.06
H: -21.59 -22.02 -1.17  0.10
H: -11.73 -11.98 2.23  0.09
H: -24.13 -22.71 2.82  0.08
H: -16.59 -21.86 -7.18  0.10
H: -23.46 -12.12 0.61  0.10
H: -13.47 -12.54 -2.45  0.10
H: -22.89 -23.19 -0.75  0.09
H: -14.39 -13.70 -1.45  0.10
H: -15.59 -9.81 -1.69  0.08
H: -14.92 -10.74 -3.09  0.11
H: -23.06 -20.54 0.02  0.08
H: -19.29 -5.83 -3.82  0.10
H: -12.39 -10.29 -0.64  0.06
H: -22.71 -10.18 -5.03  0.10
H: -11.63 -11.76 -0.56  0.09

Calculated values
HOMO-LUMO gap	0.0486	Ha
strongest force on any atom	8.864	eV Å⁻¹
HOMO	-10.82	eV
total charge	+1


Record 2
The following is a DFT calculation (ωB97M-V with the def2-TZVPD basis set) of a molecular structure, C22H55FGaO10.

Each line ends with the Löwdin charge.
Atoms and positions in Å:
Ga: -0.73 -1.28 0.13  0.36
F: -1.35 -0.21 -3.18  -0.12
O: 2.98 3.11 2.28  -0.20
O: -2.74 1.45 0.66  -0.18
O: -0.36 5.59 1.19  -0.20
O: 1.54 -5.18 0.29  -0.21
O: -4.54 -3.81 -5.06  -0.19
O: 1.16 7.41 2.90  -0.18
O: -4.31 -3.05 -2.23  -0.20
O: 5.15 2.16 0.54  -0.19
O: -0.08 -0.43 1.68  -0.31
O: 3.71 -6.30 1.87  -0.19
C: -3.30 0.15 0.87  -0.30
C: 0.49 7.78 1.71  -0.21
C: 0.33 -0.65 -1.50  -0.26
C: -0.28 -1.07 -2.81  -0.30
C: 3.47 -4.91 1.69  -0.20
C: 4.33 3.52 2.38  -0.21
C: -4.67 -2.48 -4.55  -0.20
C: -0.73 6.93 1.43  -0.21
C: 2.12 6.39 2.70  -0.12
C: -0.60 4.70 2.27  -0.10
C: 5.03 3.47 1.04  -0.21
C: -5.57 -4.68 -4.63  -0.12
C: -2.22 3.27 -0.72  -0.08
C: -3.86 -2.25 -3.31  -0.21
C: 0.64 -6.24 0.49  -0.13
C: 4.16 1.82 -0.41  -0.10
C: -2.80 1.88 -0.68  -0.30
C: -3.41 -4.07 -1.85  -0.11
C: 2.01 -4.59 1.49  -0.21
C: 4.10 -6.96 0.68  -0.12
C: 2.73 1.80 2.74  -0.09
C: -2.72 -0.94 -0.01  -0.24
H: 0.45 -6.69 -0.49  0.09
H: -5.29 -5.68 -4.97  0.08
H: -3.94 -1.20 -3.01  0.12
H: 1.71 5.55 2.15  0.06
H: 3.40 -6.77 -0.14  0.08
H: 1.42 -4.95 2.35  0.13
H: -1.43 6.99 2.27  0.13
H: -3.10 -0.06 1.92  0.11
H: 2.43 6.04 3.69  0.09
H: 0.52 0.43 -1.51  0.05
H: 3.83 -4.41 2.59  0.12
H: 4.34 4.56 2.74  0.11
H: -2.80 -2.44 -3.51  0.11
H: 4.30 2.37 -1.35  0.09
H: -0.23 5.11 3.21  0.09
H: -0.46 -2.89 0.24  -0.03
H: -5.73 -2.27 -4.34  0.12
H: -2.51 -3.65 -1.38  0.06
H: -4.40 0.26 0.74  0.11
H: -5.68 -4.67 -3.54  0.08
H: -1.20 3.25 -0.33  0.07
H: -3.22 -1.88 0.27  0.05
H: -4.33 -1.80 -5.34  0.12
H: -3.00 -0.76 -1.05  0.02
H: -3.85 1.85 -1.04  0.12
H: 1.05 -7.00 1.16  0.08
H: 4.04 -4.54 0.84  0.12
H: -0.32 -5.89 0.89  0.08
H: 1.71 1.54 2.45  0.08
H: -2.24 1.20 -1.35  0.09
H: -2.80 3.95 -0.08  0.07
H: -0.08 3.77 2.04  0.09
H: 2.81 1.74 3.83  0.09
H: 1.18 7.70 0.86  0.13
H: -2.19 3.68 -1.73  0.07
H: 1.32 -1.13 -1.45  0.04
H: 1.87 -3.51 1.42  0.11
H: 4.12 -8.03 0.90  0.08
H: 5.10 -6.65 0.37  0.08
H: -3.11 -4.68 -2.71  0.09
H: 3.15 2.01 -0.04  0.09
H: 4.87 2.90 3.10  0.13
H: 6.04 3.88 1.15  0.12
H: -0.73 -2.07 -2.75  0.08
H: -1.67 4.48 2.37  0.09
H: -6.53 -4.40 -5.08  0.08
H: 0.83 -0.68 1.84  -0.06
H: -3.92 -4.70 -1.13  0.09
H: 0.20 8.83 1.81  0.12
H: 4.26 0.75 -0.61  0.09
H: 0.39 -1.06 -3.68  0.10
H: 3.00 6.77 2.16  0.09
H: 4.49 4.11 0.32  0.13
H: 3.43 1.08 2.29  0.09
H: -1.23 7.31 0.54  0.12

Calculated values
HOMO-LUMO gap	0.2767	Ha
strongest force on any atom	0.276	eV Å⁻¹
HOMO	-4.90	eV
total charge	-1


Record 3
The following is a DFT calculation (ωB97M-V with the def2-TZVPD basis set) of 8 unconnected molecules or ions with the total composition C22H55O24S7.

Each line ends with the Löwdin charge.
Atoms and positions in Å:
S: 12.80 11.84 11.45  0.63
S: 6.77 13.69 9.55  0.64
S: 7.24 8.76 10.19  0.70
S: 15.06 13.53 4.60  0.61
S: 9.46 19.15 7.95  0.59
S: 9.83 8.84 5.67  0.65
S: 9.08 14.94 1.59  0.61
O: 10.16 14.78 5.42  -0.28
O: 7.55 9.76 11.45  -0.22
O: 16.32 14.25 4.51  -0.31
O: 8.31 8.97 6.19  -0.21
O: 9.31 13.35 1.78  -0.26
O: 9.71 10.05 4.57  -0.21
O: 8.03 15.32 2.49  -0.27
O: 8.93 18.03 7.24  -0.25
O: 10.71 9.33 6.69  -0.24
O: 12.72 11.52 12.85  -0.30
O: 14.90 12.28 3.93  -0.28
O: 11.44 12.54 10.93  -0.26
O: 13.97 12.58 10.99  -0.29
O: 8.85 8.79 9.77  -0.19
O: 9.95 7.58 4.98  -0.23
O: 8.97 15.20 0.17  -0.32
O: 7.98 13.01 9.94  -0.30
O: 6.06 14.40 10.86  -0.26
O: 8.99 19.09 9.48  -0.25
O: 6.84 14.72 8.55  -0.24
O: 9.23 20.48 7.48  -0.28
O: 6.47 9.48 9.20  -0.25
O: 14.73 13.28 6.16  -0.25
O: 6.84 7.46 10.64  -0.22
C: 10.70 15.53 2.21  -0.09
C: 10.31 14.70 11.15  -0.06
C: 14.62 14.32 7.10  -0.30
C: 11.28 18.96 8.18  -0.11
C: 10.12 13.09 7.21  -0.07
C: 10.81 14.22 6.49  -0.66
C: 13.70 14.63 4.11  -0.11
C: 8.15 17.51 11.14  -0.06
C: 9.94 11.15 1.22  -0.08
C: 12.70 10.27 10.59  -0.10
C: 11.15 15.27 7.56  -0.08
C: 6.29 13.89 12.15  -0.30
C: 6.26 14.89 13.32  -0.06
C: 14.14 13.82 8.42  -0.09
C: 9.41 10.06 10.03  -0.18
C: 8.44 10.67 4.59  -0.18
C: 5.34 12.56 9.25  -0.08
C: 9.19 17.80 10.09  -0.29
C: 8.87 10.33 11.45  -0.15
C: 9.98 12.59 0.80  -0.31
C: 7.73 10.24 5.86  -0.15
C: 10.89 13.49 11.88  -0.24
H: 13.86 14.59 9.14  0.08
H: 7.13 15.54 13.34  0.06
H: 9.87 12.18 6.64  0.05
H: 11.68 14.85 8.44  0.04
H: 9.58 12.73 -0.20  0.12
H: 11.64 19.86 8.68  0.06
H: 8.57 11.75 4.51  0.14
H: 8.42 18.18 11.95  0.09
H: 10.48 10.51 0.52  0.08
H: 14.95 13.28 8.93  0.07
H: 11.06 12.79 0.73  0.12
H: 12.80 14.08 4.36  0.06
H: 5.47 13.23 12.46  0.12
H: 7.99 16.45 11.34  0.04
H: 9.57 14.43 10.41  0.06
H: 5.37 15.52 13.24  0.08
H: 10.70 16.59 1.95  0.07
H: 7.86 10.92 6.70  0.11
H: 12.50 10.47 9.54  0.08
H: 8.91 11.37 11.77  0.09
H: 10.74 15.18 3.24  0.03
H: 15.55 14.90 7.15  0.13
H: 13.28 13.17 8.27  0.07
H: 10.29 15.80 7.98  0.05
H: 9.38 17.05 9.32  0.08
H: 10.10 12.99 12.45  0.10
H: 9.19 13.35 7.72  0.05
H: 7.13 17.79 10.85  0.09
H: 11.65 13.78 12.61  0.11
H: 7.23 13.35 12.22  0.10
H: 10.16 17.86 10.60  0.11
H: 11.80 13.86 6.14  0.09
H: 10.33 11.00 2.22  0.07
H: 9.79 15.32 11.88  0.07
H: 10.83 12.60 7.90  0.06
H: 5.62 11.94 8.40  0.06
H: 9.09 10.78 9.27  0.12
H: 6.69 10.07 5.57  0.13
H: 9.33 9.73 12.24  0.14
H: 11.76 18.85 7.21  0.07
H: 13.61 9.69 10.71  0.08
H: 11.83 9.76 11.00  0.05
H: 11.17 15.27 10.79  0.08
H: 13.82 14.68 3.03  0.07
H: 4.44 13.15 9.24  0.07
H: 10.49 10.08 10.02  0.08
H: 13.82 15.59 4.60  0.07
H: 11.94 15.98 7.27  0.06
H: 5.23 11.92 10.12  0.06
H: 13.87 15.06 6.76  0.09
H: 11.32 14.97 1.51  0.04
H: 7.91 10.31 3.71  0.13
H: 11.59 18.10 8.77  0.05
H: 6.15 14.36 14.27  0.08
H: 8.92 10.75 1.20  0.08

Calculated values
HOMO-LUMO gap	0.1931	Ha
strongest force on any atom	3.058	eV Å⁻¹
HOMO	-3.61	eV
total charge	-1


Record 4
The following is a DFT calculation (ωB97M-V with the def2-TZVPD basis set) of 4 unconnected molecules or ions with the total composition C22H56BFN3O3.

Each line ends with the Löwdin charge.
Atoms and positions in Å:
F: 1.18 -3.61 3.67  -0.11
O: -1.18 2.41 -3.92  -0.20
O: -5.30 -0.17 3.39  -0.20
O: 5.56 -2.37 -0.16  -0.19
N: 5.36 -0.61 -2.45  0.04
N: -5.76 -2.86 4.39  0.03
N: 1.49 2.71 -2.82  0.05
C: 1.28 2.51 -4.25  -0.43
C: -2.13 0.91 -1.07  -0.22
C: -4.34 -1.19 3.21  -0.21
C: -3.12 3.07 0.63  -0.26
C: -0.06 1.83 -4.56  -0.20
C: 7.07 -2.26 -2.97  -0.08
C: 2.45 -3.20 3.27  -0.26
C: -3.72 4.09 1.63  -0.11
C: -4.40 -2.32 4.23  -0.43
C: 1.47 3.84 -4.98  -0.08
C: 6.65 -1.57 -0.54  -0.22
C: 1.17 -0.83 0.24  -0.26
C: -3.48 0.69 -0.39  -0.19
C: -0.10 -0.60 -0.60  -0.27
C: 2.51 -2.42 1.96  -0.20
C: -4.05 1.88 0.43  -0.21
C: -1.75 3.53 -4.56  -0.11
C: -3.85 -1.96 5.60  -0.07
C: 5.68 -3.75 -0.43  -0.10
C: 6.65 -1.15 -2.02  -0.44
C: -4.97 0.82 4.34  -0.12
C: -0.93 0.61 -0.15  -0.23
B: 1.13 -2.27 1.04  -0.51
H: 7.60 -2.05 -0.26  0.12
H: -5.29 0.55 5.35  0.07
H: 7.94 -2.81 -2.60  0.07
H: -0.26 1.47 -0.06  0.10
H: 0.12 -0.49 -1.66  0.09
H: -2.80 3.57 -4.26  0.09
H: 2.84 -2.61 4.10  0.09
H: 6.55 -0.66 0.06  0.12
H: -2.91 -1.41 5.52  0.08
H: -5.47 1.74 4.05  0.08
H: -3.89 1.01 4.35  0.09
H: 4.64 -1.28 -2.20  0.07
H: -3.66 -2.86 6.18  0.07
H: -0.01 0.81 -4.16  0.12
H: 1.16 3.78 -6.02  0.07
H: -4.32 1.50 1.42  0.09
H: -6.08 -3.23 3.50  0.07
H: -0.24 1.76 -5.64  0.12
H: 1.12 -3.16 0.18  0.04
H: -2.07 0.22 -1.91  0.10
H: 7.32 -1.84 -3.95  0.07
H: 5.05 -4.27 0.29  0.08
H: -4.54 -1.60 2.22  0.12
H: 2.91 -1.42 2.17  0.07
H: -1.30 0.37 0.86  0.11
H: 7.39 -0.35 -2.11  0.13
H: 6.72 -4.09 -0.30  0.09
H: -3.24 4.02 2.60  0.06
H: 0.09 -2.29 1.69  0.05
H: 0.68 3.19 -2.44  0.07
H: -2.14 2.74 0.96  0.10
H: -0.73 -1.49 -0.52  0.09
H: -2.99 3.58 -0.32  0.10
H: 0.91 4.65 -4.50  0.06
H: 2.05 -0.75 -0.41  0.07
H: 6.26 -2.98 -3.13  0.06
H: -3.37 -0.17 0.27  0.09
H: 3.26 -2.91 1.33  0.05
H: -6.38 -2.08 4.58  0.06
H: -3.33 -0.75 3.17  0.12
H: 1.50 1.81 -2.34  0.07
H: -1.71 3.43 -5.65  0.09
H: 2.52 4.13 -4.95  0.07
H: -4.78 3.89 1.77  0.06
H: -3.78 -3.13 3.83  0.14
H: 1.24 -0.02 0.98  0.07
H: 5.13 0.21 -1.89  0.07
H: -4.55 -1.35 6.17  0.06
H: -4.99 2.22 -0.01  0.10
H: 2.06 1.83 -4.61  0.14
H: 5.34 -4.01 -1.43  0.08
H: -4.22 0.40 -1.14  0.10
H: -3.63 5.11 1.26  0.06
H: -1.27 4.47 -4.27  0.07
H: 3.05 -4.11 3.22  0.09
H: -2.03 1.91 -1.50  0.08

Calculated values
HOMO-LUMO gap	0.2678	Ha
strongest force on any atom	0.597	eV Å⁻¹
HOMO	-4.72	eV
total charge	-1


Record 5
The following is a DFT calculation (ωB97M-V with the def2-TZVPD basis set) of 7 unconnected molecules or ions with the total composition C22H56BN2O8.

Each line ends with the Löwdin charge.
Atoms and positions in Å:
O: 4.21 -0.27 0.42  0.06
O: -6.72 -0.97 -3.72  -0.07
O: -2.63 -2.32 -0.37  -0.09
O: -2.50 0.80 4.57  -0.07
O: 5.89 3.17 2.66  -0.07
O: 8.65 0.57 -0.91  -0.05
O: 3.82 1.97 1.03  0.22
O: -2.66 -4.46 -2.39  -0.08
N: 1.18 -0.50 0.52  0.17
N: 1.26 0.29 2.50  0.16
C: -7.89 -0.20 -3.43  -0.50
C: -1.96 -5.09 -4.63  -0.06
C: 4.57 5.16 3.04  -0.06
C: 9.77 2.68 -1.32  -0.06
C: 6.97 5.31 2.32  -0.06
C: 1.94 0.19 1.36  -0.08
C: -1.20 -6.39 -2.61  -0.06
C: -0.02 -0.85 1.13  0.01
C: -8.86 -0.27 -4.60  -0.06
C: 5.48 -0.45 1.09  0.00
C: -3.63 0.28 3.86  -0.50
C: -4.55 -3.74 0.03  -0.05
C: -3.84 1.06 2.57  -0.06
C: 0.04 -0.36 2.36  -0.02
C: 5.95 4.52 3.12  -0.48
C: -7.50 1.24 -3.12  -0.06
C: -4.82 -1.36 -0.71  -0.06
C: 7.35 2.58 -0.62  -0.05
C: -4.87 0.31 4.74  -0.05
C: 8.72 1.94 -0.50  -0.49
C: -3.98 -2.34 0.10  -0.48
C: -1.58 -5.02 -3.16  -0.48
B: 3.40 0.69 0.94  -0.58
H: 10.74 2.20 -1.22  0.08
H: -5.57 -3.78 0.41  0.09
H: 8.40 0.55 -1.84  0.09
H: -2.05 -7.07 -2.69  0.09
H: -2.83 -5.74 -4.76  0.09
H: 9.50 2.67 -2.38  0.08
H: 9.03 1.92 0.55  0.14
H: -3.94 -4.43 0.61  0.09
H: -5.73 -0.12 4.22  0.08
H: 1.61 0.76 3.32  0.18
H: -3.41 -5.05 -2.49  0.09
H: 5.62 3.18 1.74  0.04
H: 7.05 6.34 2.68  0.08
H: -6.30 -0.59 -4.49  0.09
H: 5.35 -0.72 2.13  0.10
H: -4.56 -4.10 -1.00  0.06
H: -5.85 -1.33 -0.35  0.09
H: -0.36 -6.81 -3.16  0.08
H: 3.22 2.55 1.52  0.12
H: -5.11 1.33 5.02  0.09
H: -4.40 -0.35 -0.66  0.07
H: -4.67 0.66 1.99  0.08
H: -9.78 0.28 -4.39  0.08
H: 7.37 3.62 -0.28  0.07
H: -4.05 2.11 2.79  0.09
H: -3.38 -0.75 3.62  0.13
H: 5.99 -1.25 0.57  0.10
H: -6.80 1.27 -2.28  0.07
H: 1.41 -0.76 -0.43  0.19
H: -2.70 1.71 4.81  0.09
H: 4.57 6.18 3.41  0.08
H: -1.14 -5.48 -5.23  0.08
H: 7.00 2.57 -1.66  0.09
H: -0.69 -0.44 3.14  0.12
H: -4.84 -1.65 -1.77  0.08
H: 7.95 4.85 2.39  0.08
H: -0.93 -6.32 -1.56  0.08
H: -0.74 -4.33 -3.03  0.14
H: 6.62 2.03 -0.03  0.04
H: -8.41 0.14 -5.50  0.08
H: -8.34 -0.66 -2.55  0.14
H: 4.22 5.18 2.00  0.08
H: 6.26 4.47 4.16  0.14
H: -3.94 -2.01 1.14  0.12
H: 6.69 5.34 1.26  0.07
H: -9.13 -1.31 -4.81  0.08
H: -8.38 1.84 -2.86  0.08
H: 6.07 0.45 1.02  0.07
H: -7.00 1.70 -3.97  0.08
H: 3.84 4.59 3.62  0.07
H: -4.70 -0.26 5.65  0.08
H: 9.86 3.72 -1.00  0.08
H: -2.94 1.03 1.95  0.07
H: -2.23 -4.10 -5.00  0.08
H: -2.63 -2.61 -1.30  0.07
H: -0.83 -1.41 0.70  0.11

Calculated values
HOMO-LUMO gap	0.3355	Ha
strongest force on any atom	1.118	eV Å⁻¹
HOMO	-11.81	eV
total charge	+1